{"formula": "C45H54KN8O3P2Si2", "method": "ωB97M-V/def2-TZVPD", "charge": -1, "homo_lumo_gap_ev": 4.2, "de_lowest_kcal_mol": 144.5, "fmax_ev_per_a": 6.9, "species": ["K", "N", "C", "N", "C", "N", "C", "C", "N", "C", "C", "N", "H", "H", "H", "H", "H", "O", "P", "C", "P", "O", "C", "C", "C", "C", "C", "C", "C", "C", "C", "C", "C", "C", "C", "C", "C", "C", "C", "C", "C", "C", "C", "C", "C", "C", "H", "H", "H", "H", "H", "H", "H", "H", "H", "H", "H", "H", "H", "H", "H", "H", "H", "H", "H", "H", "H", "H", "C", "Si", "C", "C", "N", "C", "C", "C", "C", "C", "C", "N", "Si", "C", "C", "C", "H", "H", "H", "H", "H", "H", "H", "H", "H", "H", "H", "H", "H", "H", "H", "H", "H", "H", "H", "H", "H", "H", "C", "C", "N", "O", "H", "H", "H", "H", "H"], "positions_angstrom": [[3.0115, -1.1250, 1.1881], [-1.7295, -2.7581, -0.1735], [-0.4664, -2.8488, -0.6937], [0.3587, -2.8819, 0.3206], [-0.4355, -2.8899, 1.4305], [-1.7204, -2.8060, 1.1797], [0.0065, -2.8040, 2.8307], [-0.6533, -3.1489, 3.9662], [-0.2267, -2.8791, 5.1870], [1.0106, -2.3057, 5.2978], [1.7368, -2.0997, 4.1001], [1.2872, -2.4145, 2.9290], [-2.6848, -2.7908, -0.6974], [-0.1784, -2.9145, -1.7426], [-1.6501, -3.5873, 3.7993], [1.3630, -2.1148, 6.2752], [2.8373, -1.8512, 4.1651], [-5.2517, 1.6333, -3.0469], [-4.6276, 0.3311, -2.7523], [-2.8432, 0.2140, -3.2430], [-1.8398, 1.7655, -3.2537], [-1.6956, 2.5487, -2.0114], [-2.3910, 2.6968, -4.6943], [-1.9665, 4.0313, -4.7995], [-2.4254, 4.9320, -5.8259], [-3.2982, 4.4391, -6.8237], [-3.6020, 3.0426, -6.6581], [-3.1779, 2.1812, -5.6190], [-0.2939, 1.0830, -3.8309], [-0.1482, 0.8042, -5.2055], [0.9351, 0.1157, -5.6774], [1.8830, -0.2027, -4.7139], [1.7840, 0.1490, -3.4100], [0.6603, 0.8085, -2.8998], [-4.5995, -0.1680, -1.0316], [-3.6395, 0.3999, -0.2396], [-3.4345, 0.1647, 1.1108], [-4.3102, -0.7304, 1.7032], [-5.2735, -1.4004, 0.9471], [-5.4734, -1.0994, -0.3568], [-5.4074, -1.0923, -3.5950], [-6.4235, -0.7206, -4.5477], [-7.2552, -1.7130, -5.2251], [-6.9356, -2.9616, -4.9729], [-5.9293, -3.3051, -3.9891], [-5.1910, -2.3694, -3.3725], [-2.9539, 0.1278, -4.2415], [-2.3252, -0.3984, -2.6100], [-1.2844, 4.5135, -4.0462], [-1.9395, 6.1575, -5.7485], [-3.7008, 5.1277, -7.6304], [-4.2489, 2.7310, -7.5988], [-3.3251, 1.0249, -5.7254], [-0.8962, 0.9793, -6.0265], [1.0768, -0.2823, -6.7371], [2.8350, -0.7600, -5.1216], [2.6111, 0.0315, -2.6800], [0.4951, 0.9845, -1.8496], [-2.9358, 1.1658, -0.6597], [-2.6430, 0.7185, 1.6132], [-4.3697, -0.6805, 2.8407], [-6.0269, -2.1457, 1.4239], [-6.2292, -1.6222, -1.1227], [-6.6083, 0.4107, -4.8960], [-8.0828, -1.3008, -5.9175], [-7.6726, -3.8982, -5.5722], [-5.7362, -4.4564, -3.9983], [-4.2668, -2.6469, -2.7744], [5.4742, -2.9016, 4.7229], [5.8616, -1.6980, 3.2819], [5.6966, -2.7955, 1.7577], [7.6872, -1.2755, 3.3965], [4.7253, -0.4439, 3.2166], [4.1236, 0.4433, 4.1130], [4.8880, 0.8673, 5.2398], [4.4212, 1.6775, 6.2625], [3.1398, 2.1295, 6.1208], [2.3851, 1.8268, 5.0150], [2.7998, 0.9856, 3.9549], [2.0740, 0.7307, 2.7623], [0.4611, 1.2835, 2.3827], [0.0368, 0.7660, 0.5834], [-0.9039, 0.5236, 3.5197], [0.1356, 3.1684, 2.5664], [4.5415, -3.4348, 4.5849], [5.4685, -2.2457, 5.5952], [6.2847, -3.6298, 4.9117], [5.3980, -2.1932, 0.8135], [4.9061, -3.7043, 1.9083], [6.6430, -3.2940, 1.6303], [7.9764, -0.9617, 4.3900], [8.0025, -0.4542, 2.7831], [8.2478, -2.2390, 3.1560], [5.7758, 0.2869, 5.3758], [4.9388, 1.8472, 7.1899], [2.5507, 2.6454, 6.8818], [1.4093, 2.2531, 4.8204], [-0.3513, -0.2895, 0.3359], [1.0231, 1.0298, 0.0392], [-0.7492, 1.5280, 0.1878], [-0.5107, 0.4040, 4.4860], [-1.2664, -0.4855, 3.2595], [-1.8327, 1.2377, 3.4514], [0.2938, 3.6276, 1.5660], [0.7079, 3.7068, 3.2705], [-0.8788, 3.1717, 2.9032], [5.0784, 1.8046, 1.0070], [3.9409, 1.9078, 0.0437], [2.9771, 2.7537, 0.3760], [3.9170, 1.1387, -0.8889], [5.9255, 1.6439, 0.3637], [4.9923, 0.9214, 1.7706], [5.0817, 2.7776, 1.5546], [2.7974, 2.9838, 1.3480], [2.2368, 2.8360, -0.2602]], "mulliken_charge": [0.705, 0.265, -0.331, -0.348, 0.143, -0.517, -0.133, -0.106, -0.638, -0.825, 0.606, 0.058, 0.219, 0.492, 0.377, 0.510, 0.030, -0.825, 1.339, -3.003, 1.593, -0.861, 0.737, -0.418, -0.340, -0.519, -0.832, 0.130, 0.625, -0.665, -0.677, -0.518, -0.489, 0.010, 0.096, 0.296, -0.878, -0.135, -0.691, -0.259, -0.140, -0.396, -0.446, -0.262, -0.458, 0.579, 1.831, 0.846, 0.293, 0.127, 0.341, 0.157, 0.336, 0.045, 0.327, 0.210, 0.402, 0.418, 0.149, 0.225, 0.301, 0.229, 0.224, 0.216, 0.303, 0.107, 0.259, 0.046, -1.189, 0.065, -0.895, -1.167, -0.133, 0.437, -0.371, -0.887, -0.988, -0.637, -0.428, 1.577, -0.180, 0.898, -0.911, -1.610, 0.298, 0.275, 0.395, 0.083, 0.150, 0.426, 0.320, 0.365, 0.258, 0.271, 0.378, 0.289, 0.169, -0.130, -0.785, 0.004, 0.424, -0.100, 0.398, 0.322, 0.458, 0.432, -0.465, 0.529, -0.265, -0.596, 0.409, -0.184, 0.354, 0.108, 0.334]}


{"formula": "C17H20N2S", "method": "ωB97M-V/def2-TZVPD", "homo_lumo_gap_ev": 8.8, "de_lowest_kcal_mol": 9.1, "smiles": "CCCCc1c(C)nc2ccccc2c1SCCC#N", "fmax_ev_per_a": 0.8, "species": ["C", "C", "C", "C", "C", "C", "C", "N", "C", "C", "C", "C", "C", "C", "C", "S", "C", "C", "C", "N", "H", "H", "H", "H", "H", "H", "H", "H", "H", "H", "H", "H", "H", "H", "H", "H", "H", "H", "H", "H"], "positions_angstrom": [[2.7210, -3.5204, -0.9287], [2.3503, -2.4650, 0.1055], [2.5186, -1.0558, -0.4541], [2.1080, 0.0411, 0.5385], [0.6465, -0.0297, 0.8658], [0.1710, -0.5065, 2.1219], [1.1109, -0.9135, 3.2145], [-1.0973, -0.5850, 2.4178], [-2.0289, -0.2526, 1.5071], [-3.3894, -0.3926, 1.8460], [-4.3632, -0.0903, 0.9352], [-4.0191, 0.3440, -0.3533], [-2.7070, 0.5012, -0.7066], [-1.6804, 0.2294, 0.2167], [-0.2978, 0.3761, -0.0498], [0.2125, 1.1121, -1.6017], [-0.4190, 2.8176, -1.3180], [-0.7986, 3.4740, -2.6429], [0.3659, 3.7019, -3.4638], [1.2963, 3.8893, -4.0993], [3.7551, -3.3992, -1.2437], [2.0843, -3.4318, -1.8061], [2.6016, -4.5198, -0.5168], [2.9872, -2.5860, 0.9857], [1.3129, -2.6125, 0.4163], [3.5631, -0.9000, -0.7321], [1.9165, -0.9553, -1.3601], [2.7106, -0.0417, 1.4415], [2.3176, 1.0081, 0.0734], [1.7322, -0.0727, 3.5197], [0.5247, -1.2454, 4.0664], [1.7591, -1.7233, 2.8885], [-3.6263, -0.7515, 2.8350], [-5.4057, -0.1995, 1.1955], [-4.7998, 0.5473, -1.0716], [-2.4433, 0.8034, -1.7100], [-1.2865, 2.7482, -0.6631], [0.3719, 3.3811, -0.8203], [-1.4947, 2.8373, -3.1970], [-1.2809, 4.4381, -2.4522]], "mulliken_charge": [-1.452, -0.137, -0.394, -1.568, 0.159, 1.000, -1.339, -0.644, -0.353, -0.357, -0.586, -0.632, -0.523, 0.512, 0.429, -0.195, -0.763, -0.370, 0.256, -0.432, 0.337, 0.336, 0.405, 0.204, 0.260, 0.490, 0.267, 0.503, 0.374, 0.355, 0.358, 0.241, 0.474, 0.386, 0.415, 0.485, 0.532, 0.386, 0.207, 0.377]}


{"formula": "C17H21N5O", "method": "ωB97M-V/def2-TZVPD", "homo_lumo_gap_ev": 9.1, "de_lowest_kcal_mol": 46.8, "smiles": "CN(CCc1nc2ccccc2[nH]1)Cc1nc(CC2CC2)no1", "fmax_ev_per_a": 1.3, "species": ["C", "N", "C", "C", "C", "N", "C", "C", "C", "C", "C", "C", "N", "C", "C", "N", "C", "C", "C", "C", "C", "N", "O", "H", "H", "H", "H", "H", "H", "H", "H", "H", "H", "H", "H", "H", "H", "H", "H", "H", "H", "H", "H", "H"], "positions_angstrom": [[-4.7928, 0.0185, -0.1848], [-3.3758, -0.1227, 0.0833], [-3.0251, 0.4417, 1.3766], [-1.6524, -0.0280, 1.8631], [-0.5354, 0.7645, 1.2805], [-0.6210, 1.9877, 0.8441], [0.6376, 2.3237, 0.4081], [1.1088, 3.4958, -0.1695], [2.4399, 3.5402, -0.5277], [3.2925, 2.4544, -0.3238], [2.8447, 1.2808, 0.2491], [1.5107, 1.2304, 0.6116], [0.7321, 0.2550, 1.1831], [-2.5716, 0.4059, -1.0006], [-1.2912, -0.3291, -1.1727], [-0.9766, -1.5252, -0.7772], [0.2884, -1.6916, -1.2637], [1.0792, -2.9298, -1.0572], [1.1584, -3.2975, 0.4102], [2.2233, -4.2459, 0.8660], [2.2987, -2.7968, 1.2464], [0.7155, -0.6551, -1.9252], [-0.3087, 0.2434, -1.8785], [-5.3532, -0.4592, 0.6169], [-5.1148, 1.0683, -0.2589], [-5.0340, -0.4906, -1.1166], [-3.7779, 0.0965, 2.0882], [-3.0338, 1.5432, 1.3589], [-1.5270, -1.0822, 1.6086], [-1.6132, 0.0742, 2.9521], [0.4484, 4.3330, -0.3296], [2.8375, 4.4359, -0.9820], [4.3265, 2.5346, -0.6250], [3.5034, 0.4393, 0.4030], [1.0208, -0.6821, 1.4117], [-2.3311, 1.4750, -0.8746], [-3.1216, 0.2941, -1.9416], [0.5861, -3.7414, -1.6008], [2.0734, -2.7780, -1.4781], [0.1847, -3.3727, 0.8793], [1.9809, -4.9659, 1.6323], [2.9227, -4.6132, 0.1309], [2.1202, -2.5373, 2.2808], [3.0533, -2.1903, 0.7673]], "mulliken_charge": [-1.172, -0.005, -1.002, -0.540, 0.205, -0.503, 0.609, -0.951, -0.522, -0.507, -0.980, 0.861, 0.089, -0.877, 0.575, -0.438, 0.670, -0.806, 0.085, -0.674, -0.729, -0.639, -0.130, 0.359, 0.388, 0.387, 0.614, 0.366, 0.199, 0.520, 0.480, 0.379, 0.400, 0.346, -0.054, 0.440, 0.531, 0.305, 0.314, 0.331, 0.267, 0.260, 0.357, 0.192]}


{"formula": "C33H21BrN9OPd", "method": "ωB97M-V/def2-TZVPD", "charge": 3, "homo_lumo_gap_ev": 4.9, "de_lowest_kcal_mol": 0.0, "fmax_ev_per_a": 0.2, "species": ["Pd", "C", "C", "N", "C", "C", "N", "C", "C", "C", "C", "C", "N", "C", "C", "N", "C", "C", "N", "C", "C", "C", "N", "C", "C", "H", "H", "H", "H", "H", "H", "H", "H", "H", "H", "H", "H", "Br", "C", "C", "C", "C", "C", "C", "N", "N", "C", "C", "C", "C", "O", "C", "N", "C", "C", "C", "C", "H", "H", "H", "H", "H", "H", "H", "H", "H"], "positions_angstrom": [[-0.7490, -0.1601, 0.3992], [1.7755, 2.1896, 3.0472], [1.1617, 1.7264, 1.8872], [0.3133, 0.7068, 1.9335], [0.0610, 0.1338, 3.1357], [0.6870, 0.6232, 4.2711], [1.5379, 1.6416, 4.2268], [-0.8869, -0.9981, 3.1116], [-1.2944, -1.7663, 4.1811], [-2.2086, -2.8108, 3.9844], [-2.6710, -3.0381, 2.6803], [-2.2290, -2.2420, 1.6455], [-1.3613, -1.2489, 1.8838], [-2.5920, -2.3495, 0.2183], [-3.4736, -3.2790, -0.3104], [-3.7611, -3.3245, -1.6058], [-3.1736, -2.4408, -2.3945], [-2.2827, -1.4938, -1.8985], [-1.9944, -1.4521, -0.6035], [-2.6665, -3.6446, 5.1102], [-1.8229, -3.9410, 6.1781], [-2.3011, -4.7366, 7.2086], [-3.5357, -5.2260, 7.2437], [-4.3424, -4.9365, 6.2287], [-3.9586, -4.1633, 5.1432], [2.4699, 3.0194, 3.0088], [1.3564, 2.1742, 0.9229], [0.5013, 0.1873, 5.2446], [-0.9331, -1.5394, 5.1732], [-3.3430, -3.8590, 2.4777], [-3.9628, -4.0089, 0.3220], [-3.4079, -2.4755, -3.4509], [-1.8009, -0.7721, -2.5427], [-0.7903, -3.6197, 6.2123], [-1.6576, -4.9939, 8.0413], [-5.3474, -5.3373, 6.2835], [-4.6945, -3.9436, 4.3811], [-1.6185, 8.1090, -9.6119], [-1.1156, 7.4245, -7.9970], [-1.0407, 6.0060, -7.8465], [-0.6530, 5.4810, -6.6639], [-0.3323, 6.3588, -5.5642], [-0.4077, 7.7885, -5.7493], [-0.7972, 8.3076, -6.9419], [0.0254, 5.9790, -4.3675], [0.2334, 4.7283, -4.0731], [-0.3652, 4.1060, -3.1227], [-1.5291, 4.6405, -2.4231], [-2.1091, 3.9724, -1.4246], [-1.6138, 2.6634, -0.9692], [-2.1338, 2.0613, -0.0563], [-0.4141, 2.0974, -1.6738], [0.0556, 0.9112, -1.2402], [1.1197, 0.3828, -1.8504], [1.7606, 1.0075, -2.9119], [1.2885, 2.2235, -3.3565], [0.1770, 2.7864, -2.7258], [-1.2813, 5.3776, -8.6925], [-0.5602, 4.4114, -6.5299], [-0.1473, 8.4217, -4.9111], [-0.8602, 9.3746, -7.1018], [-1.8956, 5.6121, -2.7294], [-2.9613, 4.3664, -0.8859], [1.4717, -0.5689, -1.4733], [2.6197, 0.5349, -3.3666], [1.7670, 2.7422, -4.1764]], "mulliken_charge": [1.246, -0.542, -0.254, -0.072, 0.404, -0.037, -0.509, -0.533, -0.084, 0.584, -0.112, -0.548, -0.573, 0.398, 0.014, -0.509, -0.522, -0.280, -0.082, 0.480, -0.584, -0.444, -0.522, -0.440, -0.578, 0.397, 0.434, 0.425, 0.684, 0.717, 0.422, 0.394, 0.427, 0.460, 0.380, 0.380, 0.471, 0.070, 0.381, -0.717, -0.166, 0.500, -0.190, -0.614, -0.578, 0.008, 0.604, -0.499, -1.115, 0.562, -0.465, -0.042, 0.300, -0.662, -0.976, -0.283, 0.979, 0.447, 0.456, 0.500, 0.460, 0.493, 0.492, 0.543, 0.462, 0.555]}


The following calculated total energy values (in hartree) correspond, in order, to the records above: -4272.58278, -1167.50567, -1009.38801, -4539.15729.